Entry 1:
Formula: C27H34N5O6PbS
Source: OMol25
Level of theory: wB97M-V/def2-TZVPD

Last column: Löwdin charge in e.
Cartesian coordinates (Å):
Pb (0.92586, 0.13691, -1.29146)  1.44
O (-0.50609, 0.09028, 1.06243)  -0.10
C (0.29464, 0.28518, 2.24082)  -0.31
C (1.86147, -0.02006, 1.87328)  -0.58
O (2.67872, 0.34761, 2.70000)  0.06
O (2.00542, -0.67359, 0.79043)  -0.14
C (0.05499, 1.69182, 2.78053)  -0.15
C (1.03939, 2.63064, 3.06950)  -0.03
C (0.68397, 3.91085, 3.47913)  -0.08
C (-0.64837, 4.27550, 3.60447)  -0.10
C (-1.63747, 3.33759, 3.34483)  -0.08
C (-1.28555, 2.05851, 2.94017)  -0.02
C (0.01101, -0.79369, 3.26176)  -0.14
C (-0.71141, -1.92931, 2.91168)  -0.03
C (-0.94290, -2.93450, 3.84322)  -0.09
C (-0.44497, -2.81857, 5.13089)  -0.10
C (0.27136, -1.68205, 5.48655)  -0.07
C (0.49769, -0.67531, 4.56178)  -0.01
H (-0.76375, 0.97301, 0.75800)  0.06
H (2.07942, 2.36086, 2.97143)  0.11
H (1.46105, 4.63319, 3.70201)  0.10
H (-0.91586, 5.28125, 3.90452)  0.10
H (-2.68269, 3.59929, 3.45688)  0.10
H (-2.05695, 1.31701, 2.76295)  0.12
H (-1.10092, -2.00728, 1.90494)  0.09
H (-1.51593, -3.81115, 3.56301)  0.09
H (-0.60852, -3.60836, 5.85345)  0.10
H (0.65787, -1.57997, 6.49308)  0.10
H (1.06992, 0.20096, 4.83616)  0.12
O (0.87434, 2.30201, 0.00954)  -0.22
N (0.82997, 3.37803, -0.72078)  -0.19
C (1.47993, 4.47955, -0.27492)  0.01
C (1.45481, 5.65465, -0.97049)  -0.04
C (0.77659, 5.71234, -2.18947)  -0.06
C (0.12773, 4.58948, -2.63949)  -0.08
C (0.13115, 3.40590, -1.89222)  -0.64
S (-0.75145, 2.02415, -2.39014)  0.68
H (2.00528, 4.34440, 0.65740)  0.14
H (1.96763, 6.51513, -0.56622)  0.11
H (0.76971, 6.62225, -2.77337)  0.11
H (-0.40312, 4.57789, -3.57984)  0.11
N (2.52300, -1.83499, -1.95516)  -0.04
C (3.73944, -1.55556, -2.73822)  -0.23
C (3.41430, -0.69068, -3.95365)  -0.11
C (3.34551, 0.78061, -3.53039)  -0.66
O (4.27957, 1.51140, -3.80781)  0.05
O (2.26923, 1.13096, -2.88895)  -0.24
H (2.75224, -2.15211, -1.01640)  0.07
H (1.94772, -2.53209, -2.41369)  0.08
H (4.22123, -2.48356, -3.05452)  0.11
H (4.44023, -1.02397, -2.09426)  0.13
H (2.44773, -0.98637, -4.37409)  0.11
H (4.19043, -0.78892, -4.70829)  0.11
C (-3.73156, -0.96174, -2.67824)  -0.07
N (-3.13643, -2.24566, -2.34465)  -0.19
C (-3.44893, -3.29257, -3.31028)  -0.06
C (-1.83786, -2.21621, -1.83410)  -0.43
N (-0.99270, -1.27087, -2.12577)  0.03
N (-1.51725, -3.21614, -0.98412)  -0.12
C (-2.47596, -4.20511, -0.51655)  -0.04
C (-0.16492, -3.35706, -0.46295)  -0.04
H (-4.81396, -1.08557, -2.70158)  0.09
H (-3.41271, -0.57563, -3.65619)  0.09
H (-3.48545, -0.23069, -1.91036)  0.09
H (-3.21679, -2.97154, -4.33260)  0.09
H (-4.51234, -3.53081, -3.25603)  0.09
H (-2.88002, -4.19489, -3.09730)  0.08
H (-1.36304, -0.63741, -2.82499)  0.00
H (-3.49042, -3.87366, -0.71042)  0.09
H (-2.35023, -4.33749, 0.55828)  0.09
H (-2.31680, -5.17475, -0.99761)  0.09
H (0.31079, -2.38756, -0.36266)  0.03
H (0.44379, -4.00069, -1.10702)  0.10
H (-0.21185, -3.81101, 0.52406)  0.09

Its multiplicity is 2. Its energy above the lowest of the compared OMol25 structures with the same formula, charge and spin is 0.00 kcal per mole.

***

Entry 2:
Formula: C27H34N7O2PS6Ti
Source: OMol25
Level of theory: wB97M-V/def2-TZVPD

Last column: Löwdin charge in e.
Cartesian coordinates (Å):
Ti (1.45789, -1.02835, 0.17243)  0.52
C (-0.87455, -0.90400, 3.91560)  -0.01
C (0.19748, -0.91817, 2.87295)  -0.30
N (-0.01401, -1.44511, 1.66658)  -0.10
N (-1.26653, -1.99210, 1.43469)  -0.04
C (-1.41745, -3.31895, 1.21915)  -0.94
N (-2.62654, -3.64528, 0.67477)  0.09
S (-0.27582, -4.44316, 1.62561)  0.62
C (1.51852, -0.44952, 3.10672)  -0.25
C (2.00272, 0.02100, 4.35569)  -0.03
C (3.31972, 0.35672, 4.49271)  -0.08
C (4.20055, 0.21341, 3.39595)  -0.07
C (3.68924, -0.24702, 2.21143)  -0.15
N (2.38918, -0.54848, 2.04345)  -0.05
H (-1.14931, -1.92694, 4.18327)  0.09
H (-0.56542, -0.38468, 4.81734)  0.06
H (-1.78108, -0.41872, 3.54603)  0.08
H (-1.98931, -1.34179, 1.15521)  0.14
H (-3.10412, -2.97255, 0.09386)  0.09
H (-2.72428, -4.61134, 0.41374)  0.09
H (1.34013, 0.08574, 5.20579)  0.10
H (3.69180, 0.70155, 5.44888)  0.10
H (5.25455, 0.43276, 3.48094)  0.10
H (4.30745, -0.38658, 1.33211)  0.11
S (7.68938, -2.20865, -3.65976)  0.49
C (6.27358, -1.93618, -2.85934)  -1.53
S (5.39736, -3.14888, -2.00319)  0.90
C (4.09865, -2.14338, -1.40653)  -1.13
C (4.16653, -0.84517, -1.75891)  -1.13
S (3.00607, 0.37620, -1.27825)  0.54
S (5.53030, -0.38459, -2.74168)  0.88
S (2.85130, -2.90410, -0.42872)  0.54
C (0.57915, 4.24916, 2.21060)  -0.12
N (1.78798, 3.91092, 1.34173)  -0.07
C (1.57096, 4.52121, -0.04553)  -0.11
N (0.34716, 4.07502, -0.60508)  -0.14
C (-0.77218, 4.37942, 0.27823)  -0.15
N (-0.62179, 3.79222, 1.60781)  -0.14
C (-0.74237, 2.32308, 1.58766)  -0.26
P (0.49831, 1.52191, 0.47257)  1.02
C (1.95660, 2.41871, 1.24665)  -0.25
C (0.38005, 2.65485, -0.98611)  -0.27
H (0.57021, 5.33533, 2.31898)  0.14
H (0.74745, 3.77466, 3.17714)  0.14
H (2.62492, 4.32105, 1.75644)  0.18
H (2.41923, 4.21316, -0.65585)  0.15
H (1.57162, 5.60380, 0.09381)  0.14
H (-1.68657, 3.99704, -0.17245)  0.14
H (-0.85464, 5.46369, 0.38467)  0.13
H (-1.74922, 2.05509, 1.27342)  0.09
H (-0.59040, 1.94058, 2.60048)  0.09
H (2.85083, 2.21052, 0.65543)  0.05
H (2.12146, 2.05193, 2.26177)  0.08
H (-0.52125, 2.42223, -1.54991)  0.09
H (1.23880, 2.46166, -1.63221)  0.06
C (-5.29084, -3.02200, -4.46946)  -0.05
C (-4.20167, -2.36399, -3.66851)  -0.26
C (-3.03077, -3.03877, -3.36866)  -0.01
C (-1.98888, -2.45480, -2.64638)  -0.18
C (-0.75120, -3.29569, -2.45947)  -0.03
C (-2.16843, -1.13775, -2.17417)  -0.04
C (-3.33257, -0.41719, -2.51061)  -0.19
C (-3.55850, 1.03170, -2.15384)  -0.04
C (-4.32323, -1.04520, -3.25157)  -0.02
C (-1.17095, -0.51506, -1.23424)  -0.55
O (-1.51918, 0.43459, -0.50070)  -0.11
O (-0.01684, -1.05558, -1.17009)  -0.18
H (-5.27602, -4.10380, -4.34184)  0.08
H (-5.16420, -2.81372, -5.53404)  0.09
H (-6.27401, -2.65319, -4.17744)  0.08
H (-2.90280, -4.05723, -3.71788)  0.12
H (-0.89428, -4.25316, -2.95953)  0.08
H (-0.51876, -3.49214, -1.41336)  0.06
H (0.12915, -2.81078, -2.87588)  0.09
H (-3.77206, 1.16259, -1.09447)  0.08
H (-4.39782, 1.41706, -2.73248)  0.08
H (-2.68187, 1.63876, -2.38046)  0.07
H (-5.21458, -0.48556, -3.51368)  0.12

Its multiplicity is 3. Its energy above the lowest of the compared OMol25 structures with the same formula, charge and spin is 17.52 kcal per mole.

***

Entry 3:
Formula: C27H35BF4HgN4P2
Source: OMol25
Level of theory: wB97M-V/def2-TZVPD

Last column: Löwdin charge in e.
Cartesian coordinates (Å):
Hg (-0.13958, 2.68791, -4.15532)  1.26
C (-1.59725, 2.00965, -6.45470)  -0.16
C (-1.79079, 0.68878, -6.32689)  -0.12
C (-0.93750, -0.36721, -6.91970)  -0.14
C (0.53649, 0.09247, -7.12970)  -0.16
C (1.14046, 0.84984, -6.01229)  -0.06
C (1.17476, 2.24666, -5.79001)  -0.33
C (0.56985, 3.24556, -6.77674)  -0.23
C (-0.65909, 2.67026, -7.45686)  -0.20
C (0.16181, 2.86869, -2.09199)  -0.27
H (-2.35202, 2.69170, -6.03600)  0.11
H (-2.72822, 0.31083, -5.92112)  0.09
H (-1.34552, -0.68707, -7.89685)  0.14
H (-0.94654, -1.27631, -6.29295)  0.11
H (1.12657, -0.83006, -7.22697)  0.13
H (0.64906, 0.57807, -8.10777)  0.11
H (1.89694, 0.30624, -5.43107)  0.08
H (2.18910, 2.57274, -5.47175)  0.11
H (1.37667, 3.50371, -7.47060)  0.13
H (0.27133, 4.18380, -6.26094)  0.10
H (-1.20565, 3.49618, -7.93425)  0.12
H (-0.36463, 1.98939, -8.26773)  0.10
H (-0.62020, 3.39367, -1.53164)  0.00
H (1.12452, 3.37195, -1.91528)  -0.03
H (0.24148, 1.83621, -1.72371)  -0.07
P (1.53122, -0.42968, -2.19708)  1.10
P (-1.25304, -1.49210, -1.56310)  1.12
N (3.02963, 0.44466, -3.13154)  -0.18
N (2.53798, -1.67268, -1.68195)  -0.31
N (-2.20045, -0.09400, -2.25623)  -0.18
N (-2.71716, -2.39741, -1.31740)  -0.26
C (0.62349, -1.26400, -3.60654)  -0.41
C (-0.57939, -2.14643, -3.19160)  -0.37
C (3.34185, 1.79850, -3.00258)  -0.19
C (4.38717, 2.13983, -3.86154)  -0.12
C (4.73923, 0.95397, -4.57098)  -0.10
C (3.88848, -0.06387, -4.10674)  -0.17
C (3.35049, -1.44366, -0.54807)  -0.12
C (4.23327, -2.49506, -0.42199)  -0.08
C (3.99598, -3.40487, -1.52101)  -0.07
C (2.96723, -2.85988, -2.28918)  -0.14
C (-2.42676, 1.12298, -1.61156)  -0.14
C (-3.06904, 1.98473, -2.49525)  -0.14
C (-3.41255, 1.24217, -3.65703)  -0.13
C (-2.85579, -0.03176, -3.48543)  -0.18
C (-3.72278, -2.71492, -2.24774)  -0.15
C (-4.87411, -3.07610, -1.53918)  -0.09
C (-4.57842, -2.95764, -0.13096)  -0.08
C (-3.27015, -2.48560, -0.01656)  -0.09
H (1.35635, -1.83850, -4.20225)  0.07
H (0.27184, -0.43158, -4.25127)  0.03
H (-1.33387, -2.16765, -4.00080)  0.05
H (-0.25293, -3.19404, -3.01762)  0.09
H (2.81319, 2.43661, -2.30981)  0.07
H (4.82780, 3.12324, -3.97777)  0.09
H (5.49810, 0.85899, -5.32767)  0.09
H (3.83702, -1.09080, -4.42967)  0.10
H (3.20338, -0.55043, 0.04263)  0.11
H (4.98073, -2.60357, 0.35597)  0.10
H (4.52164, -4.32552, -1.72132)  0.09
H (2.51445, -3.18615, -3.21196)  0.09
H (-2.05617, 1.29523, -0.60864)  0.11
H (-3.19371, 3.04752, -2.35964)  0.09
H (-3.96519, 1.56845, -4.53699)  0.09
H (-2.88657, -0.89809, -4.12546)  0.07
H (-3.53422, -2.68248, -3.31329)  0.08
H (-5.80788, -3.37882, -1.97791)  0.08
H (-5.22963, -3.19896, 0.68492)  0.09
H (-2.68064, -2.18485, 0.83393)  0.08
F (-0.97735, -0.18615, 0.59498)  -0.11
B (-0.89368, -0.34772, 2.08451)  -1.14
F (-1.31254, 0.86301, 2.66908)  0.09
F (-1.76473, -1.42827, 2.41233)  0.06
F (0.42947, -0.64974, 2.40168)  0.10

Its energy above the lowest of the compared OMol25 structures with the same formula, charge and spin is 35.84 kcal per mole.